[1]
Density functional theory data (ωB97M-V/def2-TZVPD) for a 6-piece molecular cluster, H12O6 overall.

Values from the calculation:
- Energy above the lowest of the compared OMol25 structures with the same formula, charge and spin: 191.32 kJ/mol
- HOMO level: -10.730 eV
- Orbital gap: 11.3059 eV
- E: -12479.13090 eV
- SMILES: O.O.O.O.O.O

Last column: Mulliken charge in e.
Cartesian coordinates (Å):
O1 -2.7291 2.4834 -1.4296  -0.644
H1 -2.8579 1.9763 -2.1995  0.357
H2 -2.4181 3.4113 -1.7216  0.309
O2 0.7176 1.6346 0.4567  -0.671
H3 0.1690 1.7153 -0.3577  0.350
H4 0.4894 2.2989 1.0554  0.299
O3 2.3109 -1.8355 5.7262  -0.609
H5 2.2634 -2.7061 5.8876  0.295
H6 2.0364 -1.3051 6.4403  0.314
O4 1.0981 -1.3695 0.1207  -0.603
H7 1.2588 -1.6124 0.9678  0.271
H8 0.9347 -0.4275 0.1484  0.362
O5 0.4237 -1.6061 -2.7280  -0.659
H9 1.3726 -1.2431 -2.8881  0.321
H10 0.4368 -1.9422 -1.7799  0.349
O6 -2.0565 0.4739 -2.6427  -0.645
H11 -1.9556 0.0456 -1.8235  0.289
H12 -1.4941 0.0084 -3.2324  0.317

[2]
Density functional theory data (ωB97M-V/def2-TZVPD) for a 6-piece molecular cluster, H12O6 overall.

Values from the calculation:
- Energy above the lowest of the compared OMol25 structures with the same formula, charge and spin: 246.54 kJ/mol
- HOMO level: -11.553 eV
- Orbital gap: 11.1214 eV
- E: -12478.55852 eV
- SMILES: O.O.O.O.O.O

Last column: Mulliken charge in e.
Cartesian coordinates (Å):
O1 -0.8560 -0.2985 2.1616  -0.583
H1 -1.7400 -0.5166 1.8202  0.301
H2 -0.5811 0.3146 1.5330  0.288
O2 -0.9281 -2.9345 -0.4478  -0.594
H3 -0.4786 -2.0903 -0.7132  0.289
H4 -1.8539 -2.7945 -0.7308  0.316
O3 2.0211 -2.3571 -1.3373  -0.584
H5 1.4593 -1.7600 -0.7608  0.241
H6 2.2536 -3.1001 -0.7987  0.331
O4 1.4703 3.6627 -1.3128  -0.600
H7 1.9082 3.4734 -0.5144  0.288
H8 0.4924 3.5349 -1.2497  0.317
O5 -4.1002 0.6453 0.4411  -0.627
H9 -4.7296 0.2847 1.0879  0.334
H10 -3.2850 0.7587 0.9299  0.285
O6 3.1772 0.9896 -0.3990  -0.596
H11 3.1678 1.8189 0.0888  0.286
H12 2.6027 0.3688 0.2019  0.310

[3]
Density functional theory data (ωB97M-V/def2-TZVPD) for a 6-piece molecular cluster, H12O6 overall.

Values from the calculation:
- Energy above the lowest of the compared OMol25 structures with the same formula, charge and spin: 525.18 kJ/mol
- HOMO level: -7.909 eV
- Orbital gap: 8.0965 eV
- E: -12475.67068 eV
- SMILES: O.O.O.O.O.O

Last column: Mulliken charge in e.
Cartesian coordinates (Å):
O1 1.5875 -0.3042 1.0726  -0.631
H1 1.4920 0.4126 1.7099  0.318
H2 1.3863 -1.0981 1.5808  0.317
O2 2.7529 -0.5882 -3.4801  -0.639
H3 2.4237 -1.1920 -2.8047  0.323
H4 2.2481 0.2204 -3.3378  0.316
O3 -3.3048 -1.6326 0.1620  -0.638
H5 -3.1734 -1.1571 -0.6660  0.311
H6 -2.4298 -1.6464 0.5660  0.325
O4 -0.7617 3.2740 1.1322  -0.655
H7 -0.6845 2.4996 0.5635  0.369
H8 -0.9217 4.0002 0.5190  0.311
O5 -1.0702 -4.2028 0.5768  -0.638
H9 -0.9821 -4.5816 1.4587  0.319
H10 -1.7825 -4.7115 0.1732  0.321
O6 0.8862 3.3707 0.4414  -0.712
H11 0.5930 4.0145 -0.2133  0.312
H12 1.1121 3.9051 1.2110  0.371

[4]
Density functional theory data (ωB97M-V/def2-TZVPD) for a 6-piece molecular cluster, H12O6 overall.

Values from the calculation:
- Energy above the lowest of the compared OMol25 structures with the same formula, charge and spin: 151.69 kJ/mol
- HOMO level (spin up / spin down): -16.205 / -14.699 eV
- Spin multiplicity: 2
- Orbital gap (spin up / spin down): 12.7809 / 3.4718 eV
- E: -12468.63360 eV
- Total charge: +1
- <S²>: 0.76

Last column: Mulliken charge in e.
Cartesian coordinates (Å):
O1 -1.6271 -0.3910 2.1811  -0.669
H1 -2.1119 -0.7243 2.9362  0.362
H2 -0.7361 -0.2613 2.5062  0.410
O2 -1.0104 -2.6212 -1.0442  -0.436
H3 -1.2012 -1.6886 -0.9441  0.363
H4 -0.2248 -2.6483 -1.5904  0.370
O3 0.9654 -0.2143 2.5599  -0.644
H5 1.1878 -0.3841 3.4753  0.277
H6 1.8108 -0.1262 2.1199  0.307
O4 1.6132 -0.6246 -2.2056  -0.641
H7 2.1456 0.1640 -2.1011  0.312
H8 1.4013 -0.6491 -3.1388  0.338
O5 -0.0242 3.2953 -1.3724  -0.472
H9 -0.5313 3.6119 -2.1200  0.363
H10 -0.1671 2.3488 -1.3692  0.325
O6 -0.7494 0.5315 -0.1569  -0.372
H11 0.0514 0.1294 -0.4937  0.374
H12 -0.7919 0.2521 0.7576  0.432

[5]
Density functional theory data (ωB97M-V/def2-TZVPD) for H12O6Tl as an isolated structure.

Values from the calculation:
- Energy above the lowest of the compared OMol25 structures with the same formula, charge and spin: 202.80 kJ/mol
- HOMO level: -23.610 eV
- Orbital gap: 4.9521 eV
- E: -17136.54145 eV
- Total charge: +3

Last column: Mulliken charge in e.
Cartesian coordinates (Å):
Tl1 0.1870 0.2786 0.5449  1.642
O1 2.8629 0.0327 -0.2161  -0.496
H1 3.4520 -0.7415 -0.0770  0.371
H2 3.2019 0.4885 -1.0159  0.378
O2 -0.2114 0.6258 3.1186  -0.505
H3 0.4659 0.8799 3.7884  0.372
H4 -0.9003 0.1194 3.6043  0.393
O3 -1.1006 1.6398 -1.6433  -0.538
H5 -1.9643 1.5431 -2.0898  0.341
H6 -0.6199 2.3121 -2.1630  0.357
O4 -2.5245 0.7851 1.0808  -0.492
H7 -2.8853 1.3631 1.7844  0.365
H8 -3.2541 0.6573 0.4425  0.333
O5 0.6181 -0.4726 -2.1543  -0.432
H9 0.3767 0.1777 -2.8416  0.330
H10 0.6349 -1.3374 -2.6149  0.344
O6 0.6620 -2.4428 0.3237  -0.502
H11 -0.0060 -3.0913 0.6412  0.378
H12 1.0051 -2.8176 -0.5127  0.360

[6]
Density functional theory data (ωB97M-V/def2-TZVPD) for a 7-piece molecular cluster, H13O6S overall.

Values from the calculation:
- Energy above the lowest of the compared OMol25 structures with the same formula, charge and spin: 104.56 kJ/mol
- HOMO level: -4.223 eV
- Orbital gap: 7.3045 eV
- E: -23333.36599 eV
- Total charge: -1

Last column: Mulliken charge in e.
Cartesian coordinates (Å):
S1 -0.8420 -0.2321 -0.3643  -0.790
H1 -1.0471 0.0616 -1.6613  -0.037
H2 2.6632 0.4381 -2.2935  0.245
H3 1.2986 0.3686 -1.6490  0.246
O1 2.2354 0.5411 -1.4319  -0.531
H4 0.1615 -0.4856 1.9377  0.223
H5 -0.8511 0.2343 2.8090  0.373
O2 -0.0983 -0.3839 2.8645  -0.652
H6 -1.8236 -1.7511 -3.2983  0.330
H7 -1.7179 -1.2061 -4.6977  0.302
O3 -2.3628 -1.5601 -4.0767  -0.640
H8 -3.4112 1.0311 2.3027  0.277
H9 -2.3747 0.7470 1.2278  0.259
O4 -2.4915 1.2147 2.0781  -0.608
H10 2.4616 -2.7818 0.9816  0.315
H11 2.8716 -1.3844 1.2556  0.339
O5 3.2648 -2.2566 1.0986  -0.657
H12 0.6184 2.3502 1.7258  0.317
H13 0.3861 2.4005 0.2699  0.314
O6 1.0592 2.6544 0.9217  -0.627